{
  "formula": "C22H60F6O20PS8",
  "method": "the ωB97M-V functional and the def2-TZVPD basis",
  "e_homo_ha": -0.251,
  "fmax_ha_per_bohr": 0.16664,
  "orbital_gap_ha": 0.3232,
  "e_lumo_ev": 1.97,
  "charge": -1,
  "relative_energy_kj_mol": 2197.7,
  "species": ["P", "F", "F", "F", "F", "F", "F", "O", "S", "O", "O", "C", "C", "C", "H", "H", "H", "H", "H", "H", "H", "H", "O", "S", "O", "O", "C", "C", "C", "H", "H", "H", "H", "H", "H", "H", "H", "O", "S", "O", "O", "C", "C", "C", "H", "H", "H", "H", "H", "H", "H", "H", "O", "S", "O", "O", "C", "C", "C", "H", "H", "H", "H", "H", "H", "H", "H", "O", "S", "O", "O", "C", "C", "C", "H", "H", "H", "H", "H", "H", "H", "H", "O", "S", "O", "O", "C", "C", "C", "H", "H", "H", "H", "H", "H", "H", "H", "C", "S", "O", "C", "H", "H", "H", "H", "H", "H", "C", "S", "O", "C", "H", "H", "H", "H", "H", "H"],
  "xyz": [[0.273191, -0.753591, 0.373900], [-1.257929, -0.265821, 0.254700], [-0.328779, -2.299181, 0.579130], [0.211081, -0.702571, -1.223380], [1.793941, -1.428581, 0.376750], [0.897551, 0.796849, 0.358560], [0.238361, -0.686501, 2.019240], [1.878821, -1.298801, -4.609840], [2.646041, -1.921261, -3.507250], [3.139491, -3.356551, -3.499990], [3.891091, -0.944021, -3.025940], [4.583141, -0.153671, -3.994840], [5.781891, 0.384159, -3.277780], [1.639551, -1.562901, -1.947810], [3.904221, 0.520699, -4.516750], [4.810491, -0.827261, -4.821090], [6.454721, 0.797969, -4.028880], [6.343461, -0.491641, -2.952640], [5.529671, 1.072739, -2.471350], [1.763251, -0.536851, -1.601350], [2.086711, -2.326861, -1.311810], [0.589811, -1.812421, -2.102380], [-0.986199, 2.237549, 6.383390], [-1.468429, 1.476389, 5.278270], [-1.617909, 2.025689, 3.922460], [-0.666139, 0.016699, 5.228050], [-0.323729, -0.499011, 4.018010], [0.651291, -1.702891, 4.104270], [-3.096609, 0.680519, 5.708410], [0.026831, 0.318529, 3.388050], [-1.255189, -0.778311, 3.525600], [0.275171, -2.508981, 4.734240], [1.626321, -1.435721, 4.511720], [0.958621, -2.083231, 3.130100], [-3.652069, 1.594519, 5.918580], [-3.033719, 0.048339, 6.594130], [-3.410099, 0.193349, 4.785100], [-2.005929, 4.771609, -3.237230], [-0.616039, 4.393959, -3.007030], [0.277881, 5.278539, -2.295790], [-0.505979, 2.831279, -2.400960], [-1.727629, 2.227209, -2.141620], [-1.609509, 0.861549, -1.582820], [0.132931, 4.037499, -4.742330], [-2.435159, 2.254909, -2.970320], [-2.227509, 2.857689, -1.406290], [-0.985949, 1.035419, -0.705870], [-0.997419, 0.125929, -2.104660], [-2.545529, 0.357219, -1.342790], [0.839521, 3.207539, -4.741800], [0.705261, 4.926889, -5.005990], [-0.705579, 3.771809, -5.386080], [-3.064559, -1.802081, 3.733600], [-3.189129, -3.256851, 3.541510], [-4.055869, -4.024841, 4.450430], [-3.541249, -3.696211, 1.988070], [-2.689019, -3.446951, 0.857640], [-2.804079, -1.977361, 0.406140], [-1.519689, -3.922381, 3.808370], [-2.762619, -4.173321, 0.048280], [-1.668729, -3.466251, 1.240690], [-2.257289, -1.355771, 1.115190], [-3.866129, -1.769491, 0.536330], [-2.520809, -1.728611, -0.616600], [-1.421109, -4.985361, 3.588250], [-1.247879, -3.887521, 4.863360], [-0.797779, -3.308911, 3.269300], [5.425831, 2.287769, -1.458860], [4.227051, 2.654449, -0.788650], [4.071291, 3.876809, 0.019230], [3.054291, 2.731459, -2.009960], [1.922521, 3.539619, -1.863410], [1.156611, 3.170439, -0.644000], [3.615961, 1.247409, 0.087780], [1.300161, 3.621779, -2.754500], [2.360211, 4.529549, -1.734660], [0.315041, 3.855309, -0.540010], [1.764211, 3.207289, 0.260200], [0.796051, 2.142639, -0.685600], [4.486841, 0.664109, 0.386810], [3.085381, 0.553849, -0.564570], [3.076751, 1.674159, 0.933490], [0.194701, -2.698441, -3.658270], [-1.010019, -3.321481, -3.142710], [-2.257619, -3.260771, -3.921980], [-0.665779, -4.986991, -2.977110], [0.637431, -5.351301, -2.560940], [1.401031, -5.635621, -3.860940], [-1.288989, -2.917271, -1.315310], [0.661911, -6.229501, -1.915760], [1.142181, -4.552001, -2.018310], [0.942931, -6.326131, -4.569070], [2.413441, -5.951981, -3.609850], [1.516261, -4.705991, -4.418250], [-0.369479, -3.385451, -0.964030], [-2.193399, -3.452381, -1.025810], [-1.397319, -1.838481, -1.203140], [1.009131, 2.567249, 4.296720], [1.410771, 3.015549, 2.608830], [2.716131, 2.318559, 2.233710], [-0.111489, 2.328079, 1.752260], [-0.051889, 2.773159, 4.437920], [1.576601, 3.146719, 5.024930], [1.095441, 1.490249, 4.440670], [-0.253429, 1.303799, 2.096950], [-0.054649, 2.293299, 0.664290], [-0.957469, 2.977209, 1.978160], [-4.355349, 3.269989, 0.286350], [-3.752649, 2.413069, 1.857520], [-4.851499, 1.362469, 2.198840], [-2.552879, 1.461289, 0.847170], [-5.100929, 3.998979, 0.603800], [-4.717919, 2.670849, -0.548920], [-3.533149, 3.807369, -0.186200], [-3.022479, 1.157469, -0.088380], [-2.295419, 0.523979, 1.340390], [-1.667739, 2.053339, 0.614570]],
  "forces_ev_per_a": [[1.7, -0.4, 2.8], [3.4, -1.6, 2.2], [2.1, 1.7, 0.7], [-5.0, 3.4, 6.0], [-1.9, 1.4, 1.5], [0.1, -4.6, -0.2], [0.7, 0.1, -5.2], [2.9, -1.0, 0.7], [-1.0, -0.1, 1.7], [-1.0, 4.0, -0.7], [-1.3, -1.0, -0.3], [-0.4, -0.9, -1.1], [0.4, -0.8, -1.2], [5.3, -3.9, -4.3], [-0.1, 0.7, 0.7], [0.7, -0.2, -0.1], [0.0, 0.7, 0.0], [-0.1, 0.0, 0.5], [0.4, -0.9, -1.0], [2.4, -0.8, -1.7], [0.0, 0.4, 0.0], [3.1, -1.3, -1.9], [0.2, 0.1, -0.2], [-3.0, -3.9, -0.5], [-0.5, -0.9, 2.4], [-0.3, 2.5, 3.5], [-0.1, -0.5, -1.9], [0.7, 0.5, 1.0], [1.3, 1.9, -0.4], [0.4, -0.4, 1.3], [0.2, -0.4, 0.0], [0.0, 0.3, 0.0], [-0.1, 0.5, 0.4], [-0.6, -0.2, 0.3], [-0.6, -0.3, 0.0], [0.3, 0.1, -0.3], [-0.1, 0.0, 0.3], [1.5, -0.6, 0.8], [-0.2, -0.4, -2.6], [-2.0, -0.1, -0.5], [-0.1, 1.9, -1.9], [-3.4, 0.2, -0.3], [1.8, 0.8, -1.5], [-0.3, 0.1, 1.5], [0.3, 0.1, -0.6], [-0.2, -0.1, 0.3], [-0.9, 0.5, -1.4], [-1.0, 1.2, -1.2], [0.2, 0.5, -0.5], [-0.2, -0.1, 0.5], [-0.5, 0.1, -0.1], [0.1, 0.4, 0.1], [-0.8, -2.5, -0.9], [0.5, -0.4, 1.4], [0.9, 1.5, -2.3], [-0.8, -0.2, 1.8], [1.7, 1.8, 1.2], [-3.4, -0.3, 1.7], [0.0, -0.1, -0.3], [-1.2, -0.6, 1.2], [-0.2, -1.0, -0.2], [-1.1, -1.1, 0.0], [-0.3, 0.4, -0.1], [-1.8, 0.1, 1.9], [-0.4, 0.1, -0.6], [-0.6, 0.5, 0.1], [-0.3, -0.3, -0.2], [0.7, 1.8, 0.7], [-3.6, 1.3, 0.4], [0.9, -2.0, -1.6], [2.4, -1.8, -0.1], [1.5, 1.8, 1.2], [-0.2, 0.1, 0.2], [1.2, -0.5, -0.9], [2.0, -1.3, 0.2], [-0.5, 0.3, 0.0], [0.3, -0.1, 0.4], [0.2, 0.4, -0.5], [0.3, 1.1, -0.9], [0.2, 0.3, 0.4], [-0.1, 0.6, -0.2], [0.0, -0.7, -0.4], [-2.8, -1.6, -0.2], [-1.3, -1.8, -0.8], [2.2, -0.2, 1.6], [-1.9, 2.0, 0.4], [1.2, -0.2, -1.7], [0.7, 0.5, 0.1], [1.2, -2.0, -5.1], [-0.8, 0.0, 0.1], [0.0, 0.2, 0.0], [-0.3, -0.4, 0.6], [0.1, -0.2, -0.2], [0.0, 0.0, 0.2], [-0.5, 0.2, 0.1], [1.1, 0.2, -1.4], [1.2, -1.4, -1.2], [-0.2, -0.1, -0.1], [0.2, 0.8, -0.4], [-1.9, 0.6, 1.9], [0.6, 0.4, 1.0], [1.3, 0.9, -0.5], [0.3, -0.1, -0.3], [0.6, 0.2, 0.1], [-0.4, 0.9, 0.0], [0.4, 0.8, 1.4], [0.6, 0.2, 0.8], [0.2, 0.8, 0.7], [-2.1, -2.2, -2.3], [1.8, 1.9, -0.2], [-1.7, 0.6, 1.2], [-0.1, -0.1, -0.1], [-0.3, -0.7, 0.7], [0.3, 0.3, 0.5], [-0.6, 0.6, 1.0], [-0.7, 1.4, 0.9], [-1.1, -0.3, 0.1]],
  "lowdin_charge": [0.468, -0.341, -0.204, -0.306, -0.142, -0.211, -0.232, -0.330, 0.783, -0.346, -0.289, -0.290, -0.063, -0.159, 0.111, 0.109, 0.083, 0.085, 0.006, 0.078, 0.085, 0.027, -0.259, 0.696, -0.370, -0.230, -0.346, -0.026, -0.067, 0.070, 0.094, 0.055, 0.087, 0.075, 0.063, 0.075, 0.039, -0.293, 0.725, -0.290, -0.292, -0.278, -0.078, -0.054, 0.128, 0.087, 0.045, 0.108, 0.103, 0.064, 0.065, 0.062, -0.307, 0.720, -0.302, -0.235, -0.230, -0.085, -0.118, 0.120, 0.094, 0.069, 0.116, 0.044, 0.081, 0.073, 0.030, -0.302, 0.722, -0.285, -0.231, -0.300, -0.110, -0.125, 0.044, 0.122, 0.098, 0.038, 0.065, 0.089, 0.050, -0.037, -0.363, 0.783, -0.302, -0.266, -0.281, -0.085, -0.131, 0.117, 0.095, 0.078, 0.075, 0.051, 0.090, 0.049, 0.034, -0.265, 0.978, -0.544, -0.269, -0.007, 0.073, 0.053, 0.027, 0.005, 0.059, -0.240, 0.914, -0.580, -0.292, 0.036, 0.060, 0.031, 0.042, 0.066, 0.020]
}